Record 1
C22H29Br2N10O5SW | the ωB97M-V functional and the def2-TZVPD basis

Structure (XYZ):
```
70
Properties=species:S:1:pos:R:3
W -0.63 0.95 -0.49
N -2.68 0.26 0.54
C -2.45 -0.87 1.45
C -1.42 -0.41 2.46
N -0.27 0.14 1.73
H -3.26 0.96 1.00
H -3.19 -0.06 -0.28
H -2.03 -1.69 0.86
H -3.36 -1.20 1.94
H -1.12 -1.23 3.11
H -1.86 0.38 3.08
H 0.47 -0.63 1.60
H 0.18 0.84 2.30
Br 0.57 0.70 -5.43
C -0.89 1.56 -4.64
C -1.85 2.21 -5.42
C -2.90 2.88 -4.85
Br -4.17 3.72 -5.97
C -3.03 2.98 -3.45
C -4.02 3.68 -2.74
C -3.95 3.73 -1.37
C -2.96 3.04 -0.69
N -2.02 2.31 -1.31
C -2.06 2.31 -2.68
C -1.00 1.59 -3.26
O -0.19 1.04 -2.38
H -1.75 2.19 -6.50
H -4.81 4.20 -3.27
H -4.67 4.30 -0.80
H -2.87 3.10 0.39
N -0.01 4.54 2.32
C 0.30 3.47 1.57
O -0.65 2.81 1.04
C 1.69 3.11 1.45
C 1.89 2.13 0.50
N 1.23 1.47 -0.22
C 2.71 3.76 2.19
N 3.52 4.27 2.82
H -0.96 4.85 2.37
H 0.72 5.11 2.71
C 2.80 -1.40 0.52
N 1.81 -1.77 1.57
C 2.53 -1.80 2.87
N 3.65 -2.71 2.85
C 4.58 -2.31 1.78
N 3.92 -2.31 0.48
C 3.42 -3.66 0.21
N 2.47 -4.10 1.24
C 1.37 -3.16 1.28
C 3.16 -4.06 2.54
H 3.17 -0.40 0.74
H 2.28 -1.38 -0.44
H 1.83 -2.10 3.65
H 2.89 -0.79 3.08
H 5.42 -3.00 1.76
H 4.95 -1.30 2.00
H 4.26 -4.35 0.19
H 2.93 -3.68 -0.76
H 0.66 -3.47 2.05
H 0.86 -3.15 0.31
H 4.00 -4.75 2.51
H 2.46 -4.37 3.32
C -1.74 -3.18 -1.82
S -1.21 -1.51 -2.09
O -0.48 -1.48 -3.32
O -2.38 -0.63 -1.98
O -0.38 -1.17 -0.84
H -2.34 -3.47 -2.68
H -2.31 -3.24 -0.90
H -0.85 -3.80 -1.78
```

Values from the calculation:
* spin multiplicity: 3
* largest force on an atom: 4.01 eV Å⁻¹
* E_LUMO (alpha / beta): -3.62 / -4.12 eV
* ΔE to the lowest compared entry with this formula, charge and spin: 45.9 kcal/mol
* net charge: +1
* <S²>: 2.05

---

Record 2
C19H16N4O2Tc | the ωB97M-V functional and the def2-TZVPD basis

Structure (XYZ):
```
42
Properties=species:S:1:pos:R:3
Tc -0.37 -0.40 -0.39
C -4.03 -0.15 -3.55
C -3.13 -1.17 -3.25
C -1.87 -0.83 -2.79
C -1.51 0.52 -2.63
C -2.43 1.53 -2.92
C -3.68 1.19 -3.39
N -0.28 0.73 -2.00
C 0.44 1.89 -1.92
C 0.52 2.91 -2.88
C 1.34 3.98 -2.62
C 2.07 4.07 -1.41
C 1.99 3.10 -0.44
C 1.16 2.00 -0.70
N 0.87 0.96 0.14
N 1.58 0.69 1.24
C 0.98 -0.21 1.96
C 1.79 -1.36 2.38
C 1.11 -2.20 3.42
C -0.22 -2.13 3.52
C -0.94 -1.40 2.50
N -0.38 -0.54 1.71
H -5.02 -0.40 -3.92
H -3.40 -2.20 -3.39
H -1.10 -1.60 -2.66
H -2.18 2.57 -2.74
H -4.40 1.96 -3.61
H 0.00 2.82 -3.83
H 1.45 4.76 -3.35
H 2.71 4.93 -1.25
H 2.53 3.17 0.49
H 2.83 -1.12 2.58
H 1.72 -2.81 4.08
H -0.77 -2.69 4.26
H -1.99 -1.63 2.32
C 2.48 -3.64 -0.96
O 1.47 -2.56 -1.03
C 1.20 -1.83 -0.02
O 1.85 -2.16 1.06
H 2.49 -4.06 -1.95
H 2.16 -4.36 -0.22
H 3.44 -3.20 -0.70
```

Values from the calculation:
* spin multiplicity: 2
* largest force on an atom: 0.35 eV Å⁻¹
* E_LUMO (alpha / beta): -8.84 / -8.21 eV
* ΔE to the lowest compared entry with this formula, charge and spin: 2.3 kcal/mol
* net charge: +2
* <S²>: 1.17

---

Record 3
C2H4N4S2 | the ωB97M-V functional and the def2-TZVPD basis

Structure (XYZ):
```
12
Properties=species:S:1:pos:R:3
N 1.12 1.64 0.01
C 0.13 0.72 -0.09
N -1.13 0.95 0.12
C -1.76 -0.27 0.02
S -3.38 -0.59 0.05
N -0.79 -1.25 -0.12
N 0.42 -0.59 -0.38
S 1.88 -1.36 0.08
H 0.80 2.61 0.07
H 2.02 1.46 -0.41
H -1.01 -2.02 -0.76
H 1.71 -1.31 1.42
```

Values from the calculation:
* largest force on an atom: 0.76 eV Å⁻¹
* E_LUMO: 0.19 eV
* ΔE to the lowest compared entry with this formula, charge and spin: 7.6 kcal/mol
* net charge: 0

---

Record 4
C3H28NO10 | the ωB97M-V functional and the def2-TZVPD basis

Structure (XYZ):
```
42
Properties=species:S:1:pos:R:3
C -0.29 0.60 3.55
C 0.59 0.73 2.36
C 0.12 1.08 1.17
N 1.99 0.50 2.57
H -1.35 0.85 3.46
H -0.24 -0.43 3.92
H -0.12 1.31 4.38
H 0.76 0.88 0.32
H -0.73 1.50 0.67
H 2.39 0.30 3.46
H 2.59 1.25 2.16
H -0.99 -2.87 -1.19
H -2.60 -2.69 -1.37
H -0.91 -0.02 -1.76
O -1.73 -3.00 -1.85
H 3.60 -2.27 -0.12
H 2.57 -1.34 0.40
O 2.94 -1.60 -0.46
H -3.34 -0.90 0.61
H -2.04 -1.63 0.41
O -2.92 -1.52 0.02
H 1.27 -2.33 -0.09
H 0.07 -2.82 0.69
O 0.32 -2.47 -0.16
H 1.52 4.03 -0.52
H 0.91 2.85 0.34
O 1.57 3.08 -0.38
H -0.20 1.58 -3.72
H 0.63 0.30 -3.91
O -0.21 0.74 -4.32
H -1.51 -1.41 -2.34
H -0.85 0.11 -3.67
O -1.39 -0.41 -2.52
H -2.17 -4.08 1.60
H -1.37 -4.40 0.34
O -1.28 -4.24 1.27
H 2.18 2.30 -3.23
H 1.35 2.77 -2.05
O 1.26 2.35 -2.94
H -0.36 4.32 1.26
H -1.28 3.19 1.09
O -0.75 3.82 0.55
```

Values from the calculation:
* largest force on an atom: 3.08 eV Å⁻¹
* E_LUMO: -2.77 eV
* ΔE to the lowest compared entry with this formula, charge and spin: 86.4 kcal/mol
* net charge: +1

---

Record 5
C23H20ClF4Si | the ωB97M-V functional and the def2-TZVPD basis

Structure (XYZ):
```
49
Properties=species:S:1:pos:R:3
F -1.77 -1.40 -5.78
C -2.40 -1.30 -4.56
C -3.78 -1.18 -4.51
C -4.37 -1.13 -3.24
F -5.74 -1.02 -3.15
C -3.64 -1.22 -2.06
C -2.23 -1.38 -2.14
C -1.39 -1.50 -0.99
C -0.05 -1.57 -1.09
C 0.75 -1.83 0.13
C 2.22 -2.19 0.06
C 2.76 -3.20 0.88
C 4.07 -3.61 0.63
F 4.59 -4.59 1.45
C 4.88 -3.05 -0.35
C 4.35 -1.96 -1.04
F 5.16 -1.32 -1.96
C 3.05 -1.49 -0.82
C -1.61 -1.40 -3.42
H -4.39 -1.20 -5.41
H -4.09 -1.12 -1.06
H -1.86 -1.60 -0.01
H 0.47 -1.32 -2.01
H 0.19 -2.53 0.76
H 2.16 -3.64 1.66
H 5.92 -3.36 -0.46
H 2.69 -0.58 -1.31
H -0.53 -1.45 -3.54
H 0.65 -0.85 0.53
Si 0.85 1.87 2.79
C 0.43 0.84 4.32
C 2.60 2.23 2.17
C -0.56 2.65 1.84
C -0.80 3.93 2.41
C -1.82 4.75 1.92
C -2.61 4.31 0.84
Cl -3.87 5.33 0.25
C -2.39 3.05 0.25
C -1.36 2.23 0.74
H -0.55 0.34 4.19
H 1.19 0.06 4.50
H 0.37 1.50 5.21
H 2.61 2.33 1.06
H 2.96 3.17 2.62
H 3.30 1.41 2.44
H -0.19 4.28 3.23
H -2.01 5.73 2.35
H -3.02 2.74 -0.59
H -1.19 1.27 0.26
```

Values from the calculation:
* largest force on an atom: 2.54 eV Å⁻¹
* E_LUMO: -5.43 eV
* net charge: +1

---

Record 6
C51H45Cl2F9HfN3O3PS3 | the ωB97M-V functional and the def2-TZVPD basis

Structure (XYZ):
```
118
Properties=species:S:1:pos:R:3
Hf 0.76 -1.19 0.27
C -4.08 -1.63 -3.89
C -3.21 -0.75 -3.04
S -3.17 -0.91 -1.25
C -4.74 -1.75 -0.74
C -4.41 -3.04 -0.01
S -2.72 -3.59 -0.36
C -2.79 -4.57 -1.91
C -3.94 -4.31 -2.93
S -3.39 -3.21 -4.30
H -4.19 -1.14 -4.87
H -5.07 -1.74 -3.46
H -3.51 0.29 -3.16
H -2.14 -0.79 -3.30
H -5.48 -1.88 -1.54
H -5.22 -1.06 -0.02
H -5.13 -3.88 -0.22
H -4.39 -2.96 1.07
H -2.88 -5.57 -1.48
H -1.84 -4.42 -2.37
H -4.87 -4.00 -2.49
H -4.15 -5.27 -3.41
C 5.17 -2.76 2.58
C 4.41 -2.15 1.41
C 3.65 -3.31 0.75
C 4.40 -4.02 -0.19
C 3.90 -5.20 -0.69
C 2.66 -5.67 -0.26
C 1.82 -4.95 0.62
C 0.50 -5.57 1.05
C 0.65 -6.95 1.72
C 2.27 -3.67 1.04
N 1.41 -2.69 1.68
C 1.05 -2.39 2.87
C 0.73 -0.97 3.05
C 0.02 -0.48 4.32
C -1.22 -0.07 4.02
C -1.42 -0.15 2.57
N -0.40 -0.70 1.92
H 5.56 -2.04 3.30
H 6.04 -3.40 2.24
H 4.49 -3.44 3.16
H 5.16 -1.76 0.68
H 3.76 -1.33 1.69
H 5.42 -3.69 -0.42
H 4.47 -5.82 -1.39
H 2.29 -6.61 -0.63
H -0.15 -5.72 0.18
H 0.00 -4.86 1.69
H 0.53 -7.78 1.02
H -0.12 -7.09 2.47
H 1.66 -7.02 2.22
H 1.00 -3.08 3.73
H 0.59 -0.28 5.23
H -1.90 0.29 4.76
H -2.30 0.23 2.05
Cl 1.31 -4.46 -3.29
C 1.79 -2.77 -3.44
C 2.69 -2.31 -4.42
C 3.19 -0.99 -4.34
Cl 4.08 -0.48 -5.72
C 2.92 -0.08 -3.31
C 3.68 1.09 -3.07
C 3.49 1.77 -1.88
C 2.48 1.34 -1.02
N 1.67 0.27 -1.28
C 1.89 -0.51 -2.40
C 1.33 -1.86 -2.44
O 0.36 -2.16 -1.54
H 2.95 -2.91 -5.28
H 4.37 1.37 -3.84
H 4.13 2.56 -1.53
H 2.41 1.80 -0.04
O 2.17 -0.07 1.26
O 1.76 -0.02 2.81
F -6.45 6.58 1.77
C -6.49 5.36 1.13
F -7.29 4.50 1.86
F -7.07 5.54 -0.09
C -5.08 4.80 1.02
C -4.74 3.97 -0.05
C -3.45 3.52 -0.20
C -2.47 3.97 0.71
C -2.76 4.83 1.77
C -4.08 5.22 1.91
P -0.89 3.11 0.52
C 0.10 3.53 1.97
C -0.44 3.31 3.26
C 0.38 3.23 4.36
C 1.80 3.34 4.22
C 2.33 3.56 2.95
C 1.48 3.71 1.86
C 2.72 3.07 5.38
F 3.18 4.19 6.03
F 3.82 2.31 4.92
F 2.06 2.29 6.33
C -0.31 3.99 -0.89
C 0.54 5.10 -0.84
C 1.11 5.58 -2.03
C 0.92 4.87 -3.23
C -0.03 3.85 -3.28
C -0.65 3.40 -2.11
C 1.73 5.14 -4.43
F 2.17 6.47 -4.55
F 2.91 4.40 -4.41
F 1.05 4.83 -5.61
H -5.50 3.66 -0.78
H -3.16 2.83 -1.01
H -1.95 5.34 2.30
H -4.36 5.95 2.70
H -1.51 3.17 3.44
H -0.02 3.01 5.33
H 3.40 3.54 2.79
H 1.92 3.88 0.87
H 0.75 5.63 0.10
H 1.78 6.44 -1.96
H -0.31 3.30 -4.21
H -1.35 2.58 -2.09
```

Values from the calculation:
* largest force on an atom: 3.87 eV Å⁻¹
* E_LUMO: -7.69 eV
* net charge: +2

---

Record 7
C5H9NO2 | the ωB97M-V functional and the def2-TZVPD basis

Structure (XYZ):
```
17
Properties=species:S:1:pos:R:3
C -0.56 -1.04 1.43
C -0.36 -1.56 0.21
N -0.91 -2.78 -0.17
C 0.42 -0.92 -0.90
C 1.11 0.40 -0.51
C 0.20 1.57 -0.25
O -0.74 1.97 -0.89
O 0.65 2.29 0.83
H -1.14 -1.50 2.22
H -0.35 0.00 1.63
H -0.49 -3.27 -0.95
H -1.29 -3.38 0.53
H -0.23 -0.66 -1.73
H 1.23 -1.57 -1.19
H 1.68 0.30 0.40
H 1.72 0.73 -1.36
H 0.02 3.02 0.89
```

Values from the calculation:
* largest force on an atom: 1.68 eV Å⁻¹
* E_LUMO: 0.88 eV
* ΔE to the lowest compared entry with this formula, charge and spin: 12.0 kcal/mol
* net charge: 0

---

Record 8
C15H60O15 | the ωB97M-V functional and the def2-TZVPD basis

Structure (XYZ):
```
90
Properties=species:S:1:pos:R:3
C 2.58 -2.30 -1.60
O 3.28 -1.09 -1.49
H 1.79 -2.17 -2.35
H 2.19 -2.73 -0.67
H 3.28 -3.02 -2.04
H 4.01 -1.29 -0.91
C -0.42 -4.71 -1.71
O 0.28 -4.61 -0.51
H -1.21 -5.45 -1.56
H 0.23 -5.04 -2.55
H -0.72 -3.69 -1.90
H -0.33 -4.26 0.14
C 0.31 2.47 0.06
O -0.82 2.16 0.82
H 0.48 3.52 -0.06
H 0.13 2.02 -0.94
H 1.25 2.00 0.44
H -0.58 2.36 1.71
C 1.83 -2.77 2.09
O 2.46 -3.22 3.27
H 1.78 -3.58 1.35
H 2.33 -1.86 1.69
H 0.81 -2.53 2.32
H 2.39 -4.18 3.27
C -2.01 -1.53 -2.77
O -1.63 -1.60 -4.12
H -2.73 -2.35 -2.62
H -2.56 -0.62 -2.62
H -1.19 -1.60 -2.12
H -0.71 -1.34 -4.21
C 3.27 2.34 -1.71
O 4.47 2.94 -1.38
H 2.52 3.00 -1.35
H 3.11 1.41 -1.18
H 3.09 2.33 -2.76
H 4.40 3.88 -1.51
C -3.86 1.25 -0.52
O -4.61 0.54 0.44
H -3.16 0.57 -0.97
H -3.32 2.07 -0.10
H -4.47 1.63 -1.37
H -4.62 0.97 1.31
C 0.16 -0.69 0.30
O -1.03 -0.24 -0.12
H 0.38 -0.39 1.33
H 0.94 -0.23 -0.29
H 0.24 -1.75 0.22
H -1.19 0.67 0.19
C -1.40 5.28 1.03
O -2.38 4.22 1.14
H -0.53 5.17 1.61
H -1.78 6.21 1.32
H -1.00 5.47 0.02
H -2.02 3.42 0.85
C 0.50 0.54 -3.19
O 0.80 -0.28 -4.32
H 0.78 0.00 -2.33
H -0.55 0.69 -3.10
H 1.08 1.46 -3.14
H 1.76 -0.21 -4.37
C -2.44 -3.10 0.80
O -1.33 -3.57 1.49
H -3.36 -3.74 0.85
H -2.27 -2.95 -0.23
H -2.82 -2.14 1.11
H -1.55 -3.79 2.42
C -2.31 2.81 -2.71
O -3.31 3.80 -2.54
H -2.66 1.80 -2.96
H -1.71 2.70 -1.79
H -1.64 3.20 -3.44
H -2.81 4.59 -2.26
C 3.62 1.02 1.57
O 4.72 1.94 1.18
H 3.38 0.29 0.79
H 2.77 1.62 1.84
H 3.86 0.50 2.50
H 4.37 2.37 0.42
C -1.82 -0.42 2.95
O -2.65 -0.71 4.03
H -1.38 -1.29 2.56
H -1.06 0.29 3.25
H -2.39 -0.05 2.14
H -3.28 -1.34 3.73
C 1.69 -0.15 4.28
O 1.26 -1.32 4.91
H 1.09 0.69 4.59
H 1.54 -0.30 3.21
H 2.74 -0.01 4.46
H 1.69 -2.01 4.41
```

Values from the calculation:
* largest force on an atom: 3.67 eV Å⁻¹
* E_LUMO: -0.01 eV
* ΔE to the lowest compared entry with this formula, charge and spin: 213.7 kcal/mol
* net charge: 0